Density functional theory data (the ωB97M-V functional and the def2-TZVPD basis) for C35H28N3O3RhSSi as an isolated structure.

Each line ends with the Löwdin spin population.
Element x y z (Å)
Rh1 -1.1434 0.5950 0.9509  2.385
C1 2.3581 3.6895 -5.2987  0.000
C2 2.3119 3.1680 -3.8889  0.000
C3 3.0015 3.8049 -2.8643  0.000
C4 2.9742 3.3100 -1.5668  0.000
C5 2.2473 2.1655 -1.2938  0.000
C6 1.5583 1.5044 -2.3041  0.000
C7 1.5909 2.0097 -3.5898  0.000
S1 2.1641 1.5236 0.3533  0.009
O1 2.1958 0.0916 0.2633  0.008
O2 3.1270 2.2385 1.1419  0.008
N1 0.6656 1.8863 0.8650  0.070
C8 0.2970 3.1569 1.2019  0.051
C9 0.6696 4.4424 0.9835  0.005
C10 -0.2494 5.5665 1.0719  0.010
C11 -1.5995 5.6542 0.9391  0.001
C12 -2.5516 4.5812 0.6637  0.023
C13 -3.7618 4.7367 -0.0209  -0.001
C14 -4.4675 3.6125 -0.4207  0.021
C15 -3.9389 2.3446 -0.2064  0.008
N2 -2.8077 2.1767 0.4796  0.087
C16 -2.2507 3.2677 0.9949  0.055
H1 2.7745 4.6953 -5.3358  0.000
H2 1.3615 3.7150 -5.7412  0.000
H3 2.9780 3.0470 -5.9275  0.000
H4 3.5741 4.6986 -3.0822  0.000
H5 3.5263 3.7940 -0.7718  0.000
H6 1.0258 0.5884 -2.0799  0.000
H7 1.0587 1.4941 -4.3813  0.000
H8 1.6820 4.6627 0.6707  0.002
H9 0.2495 6.5276 1.1419  0.000
H10 -2.0167 6.6547 0.9307  0.000
H11 -4.1164 5.7253 -0.2871  0.000
H12 -5.3990 3.7092 -0.9607  0.002
H13 -4.4114 1.4563 -0.6031  0.001
N3 -1.5603 2.9417 2.9654  0.792
C17 -1.0326 3.0632 1.8303  0.098
O3 -1.4753 -1.2672 0.7182  0.305
Si1 -0.5566 -2.6303 0.8838  0.039
C18 0.5469 -2.7831 -0.6193  0.003
C19 1.6207 -3.6759 -0.6435  0.000
C20 2.4114 -3.8183 -1.7743  0.000
C21 2.1343 -3.0729 -2.9130  0.000
C22 1.0636 -2.1912 -2.9139  0.000
C23 0.2816 -2.0502 -1.7756  -0.001
C24 -1.7333 -4.0818 0.9531  0.006
C25 -1.3717 -5.2736 1.5857  0.001
C26 -2.2221 -6.3711 1.5878  0.000
C27 -3.4559 -6.2931 0.9570  0.000
C28 -3.8348 -5.1163 0.3254  0.000
C29 -2.9789 -4.0237 0.3248  0.001
C30 0.4441 -2.5645 2.4602  0.005
C31 -0.1850 -2.8142 3.6861  0.001
C32 0.5071 -2.7093 4.8829  0.000
C33 1.8496 -2.3509 4.8749  0.000
C34 2.4907 -2.0954 3.6717  0.000
C35 1.7928 -2.2000 2.4748  0.001
H14 1.8528 -4.2650 0.2383  0.000
H15 3.2455 -4.5088 -1.7683  0.000
H16 2.7506 -3.1822 -3.7965  0.000
H17 0.8394 -1.6141 -3.8037  0.000
H18 -0.5555 -1.3587 -1.7862  -0.001
H19 -0.4148 -5.3469 2.0920  0.000
H20 -1.9240 -7.2859 2.0850  0.000
H21 -4.1219 -7.1470 0.9599  0.000
H22 -4.7980 -5.0511 -0.1655  0.000
H23 -3.2862 -3.1067 -0.1664  0.000
H24 -1.2316 -3.1015 3.7048  0.000
H25 0.0028 -2.9066 5.8207  0.000
H26 2.3932 -2.2673 5.8079  0.000
H27 3.5336 -1.8041 3.6624  0.000
H28 2.2997 -1.9708 1.5459  0.000

Output
- orbital gap (spin up / spin down) (eV) = 7.64 / 6.55
- multiplicity = 5
- LUMO (spin up / spin down) (eV) = -0.43 / -1.59
- HOMO energy (spin up / spin down) (eV) = -8.074 / -8.138
- ⟨S²⟩ = 6.027


Density functional theory data (the ωB97M-V functional and the def2-TZVPD basis) for C35H28N4O4PS2Sr as an isolated structure.

Each line ends with the Mulliken charge.
Element x y z (Å)
Sr1 0.3631 -0.3581 1.3510  1.606
N1 -6.0257 -2.3915 4.7720  -0.591
C1 -5.0597 -2.3629 3.7619  1.124
C2 -5.4337 -2.5128 2.4259  -0.830
C3 -4.4922 -2.4371 1.4176  -0.324
C4 -3.1580 -2.2209 1.7304  -0.411
C5 -2.7738 -2.0786 3.0621  -0.562
C6 -3.7199 -2.1418 4.0707  -0.881
S1 -1.9297 -2.0772 0.4830  1.656
O1 -0.6745 -2.4999 1.1580  -0.990
O2 -2.3470 -2.8505 -0.6539  -0.823
N2 -1.6836 -0.5522 0.1568  -0.311
C7 -2.4723 0.5753 0.3745  0.218
N3 -3.7958 0.4642 0.4844  -0.474
C8 -4.4591 1.5933 0.7053  -0.303
C9 -3.8265 2.8183 0.8051  -0.683
C10 -2.4483 2.8083 0.6668  -0.300
N4 -1.7304 1.7099 0.4501  -0.057
H1 -6.8597 -2.9077 4.5452  0.227
H2 -5.6703 -2.6294 5.6838  0.237
H3 -6.4753 -2.6815 2.1761  0.279
H4 -4.7972 -2.5441 0.3856  0.430
H5 -1.7333 -1.9271 3.3202  0.580
H6 -3.4082 -2.0252 5.1020  0.307
H7 -5.5378 1.5179 0.8052  0.453
H8 -4.3704 3.7354 0.9769  0.386
H9 -1.8841 3.7340 0.7297  0.477
O3 1.3396 1.4144 2.6257  -0.770
C11 1.7350 0.4888 3.3909  0.577
O4 0.9656 -0.4419 3.7799  -0.850
C12 3.2077 0.3756 3.6325  0.041
C13 3.7327 0.7955 4.8449  -0.380
C14 5.0994 0.7329 5.0873  -0.546
C15 5.9236 0.2333 4.0882  -0.498
C16 5.3907 -0.1982 2.8816  -0.587
C17 4.0197 -0.1493 2.6071  0.662
S2 3.3979 -0.7617 1.0522  -0.674
H10 3.0565 1.1742 5.6039  0.401
H11 5.5076 1.0649 6.0346  0.359
H12 6.9955 0.1700 4.2436  0.334
H13 6.0497 -0.5967 2.1182  0.381
C18 -2.6933 2.2996 -3.8069  -0.547
C19 -2.7109 0.9490 -3.4815  -0.688
C20 -1.5868 0.3410 -2.9418  -0.388
C21 -0.4234 1.0777 -2.7197  0.289
C22 -0.4150 2.4310 -3.0465  -0.572
C23 -1.5405 3.0396 -3.5897  -0.612
P1 0.9772 0.3341 -1.7914  1.249
C24 2.4125 1.3589 -2.2174  0.156
C25 3.1700 1.2124 -3.3769  -0.235
C26 4.2588 2.0371 -3.6146  -0.609
C27 4.6028 3.0180 -2.6918  -0.451
C28 3.8665 3.1602 -1.5253  -0.648
C29 2.7827 2.3255 -1.2852  -0.431
C30 1.2676 -1.2419 -2.6774  0.196
C31 1.8478 -2.2676 -1.9338  -0.064
C32 2.1243 -3.4966 -2.5213  -0.848
C33 1.8189 -3.7117 -3.8555  -0.443
C34 1.2441 -2.6943 -4.6084  -0.749
C35 0.9739 -1.4679 -4.0217  -0.052
H14 -3.5748 2.7719 -4.2232  0.374
H15 -3.6060 0.3585 -3.6359  0.404
H16 -1.6317 -0.7062 -2.6685  0.432
H17 0.4754 3.0245 -2.8754  0.367
H18 -1.5087 4.0940 -3.8363  0.404
H19 2.9162 0.4401 -4.0936  0.339
H20 4.8464 1.9084 -4.5153  0.391
H21 5.4593 3.6564 -2.8728  0.349
H22 4.1465 3.8956 -0.7820  0.414
H23 2.2523 2.4040 -0.3422  0.352
H24 2.1097 -2.1222 -0.8905  0.075
H25 2.5716 -4.2792 -1.9223  0.440
H26 2.0248 -4.6733 -4.3101  0.369
H27 1.0041 -2.8569 -5.6520  0.394
H28 0.5202 -0.6797 -4.6101  0.455

Output
- orbital gap (eV) = 6.20
- total charge = -1
- LUMO (eV) = 2.41
- HOMO energy (eV) = -3.791


Density functional theory data (the ωB97M-V functional and the def2-TZVPD basis) for a 2-piece molecular cluster, C35H28NO2 overall.

Each line ends with the Mulliken charge.
Element x y z (Å)
C1 0.1905 0.3984 5.9922  -0.442
C2 -1.0672 -0.1854 5.7866  -0.750
C3 -1.6501 -0.1729 4.5110  -0.343
C4 -1.0177 0.4808 3.4323  0.433
C5 -1.7403 0.6569 2.1262  0.866
C6 -2.5370 -0.2829 1.5558  -1.510
N1 -1.5337 1.8782 1.5003  -0.006
C7 -1.9922 2.2531 0.2415  0.118
C8 -1.3102 3.4399 -0.3746  0.912
C9 -1.7887 3.9060 -1.6111  -0.353
C10 -1.1411 4.9514 -2.2695  -0.710
C11 -0.0389 5.5822 -1.6715  -0.392
C12 0.4396 5.1214 -0.4371  -0.882
C13 -0.1747 4.0330 0.1906  -0.167
O1 -2.8928 1.6762 -0.3687  -0.673
C14 0.2659 1.0263 3.6419  -0.183
C15 0.8622 0.9841 4.9088  -0.896
H1 0.6564 0.3653 6.9849  0.386
H2 -1.5918 -0.6519 6.6251  0.399
H3 -2.6401 -0.6007 4.3407  0.447
H4 -3.2060 0.0325 0.7609  0.584
H5 -2.6743 -1.2317 2.0695  0.241
H6 -1.0536 2.5912 2.0370  0.404
H7 -2.6581 3.4294 -2.0639  0.488
H8 -1.5097 5.2848 -3.2394  0.406
H9 0.4413 6.4337 -2.1601  0.405
H10 1.2840 5.6099 0.0472  0.415
H11 0.2353 3.6494 1.1261  0.277
H12 0.8043 1.4879 2.8076  0.306
H13 1.8628 1.4105 5.0555  0.389
C16 -5.4536 -6.5668 -2.2972  -0.808
O2 -5.0701 -6.1349 -0.9733  -0.408
C17 -4.2884 -5.0352 -0.8365  0.827
C18 -3.9251 -4.6783 0.4870  -1.196
C19 -3.0188 -3.6643 0.7115  -0.249
C20 -2.4817 -2.9118 -0.3705  0.837
C21 -1.4531 -1.9158 -0.1630  1.145
C22 -1.0866 -0.8860 -1.1213  -0.665
C23 0.2131 -0.3901 -0.7781  0.128
C24 0.8282 0.5987 -1.5368  -0.119
C25 0.1544 1.0975 -2.6566  -0.842
C26 -1.1125 0.6087 -3.0024  -1.199
C27 -1.7566 -0.3500 -2.2171  0.140
C28 0.6985 -1.1495 0.3624  -0.265
C29 -0.3114 -2.1055 0.7200  0.988
C30 -0.0343 -3.0718 1.6754  -0.407
C31 1.2126 -3.0593 2.3113  -1.025
C32 2.1896 -2.1063 1.9650  -0.932
C33 1.9363 -1.1445 0.9801  -0.082
C34 -2.9178 -3.2370 -1.6789  -0.863
C35 -3.8105 -4.2664 -1.9210  -0.832
H14 -6.1062 -7.4162 -2.0933  0.251
H15 -6.0021 -5.7837 -2.8417  0.334
H16 -4.5778 -6.8902 -2.8781  0.359
H17 -4.3639 -5.2472 1.3055  0.437
H18 -2.7263 -3.4265 1.7355  0.321
H19 1.8218 0.9468 -1.2494  0.459
H20 0.6172 1.8757 -3.2693  0.453
H21 -1.6202 1.0046 -3.8813  0.413
H22 -2.7860 -0.6424 -2.4194  0.711
H23 -0.7791 -3.8307 1.9042  0.446
H24 1.4304 -3.8178 3.0660  0.451
H25 3.1661 -2.1454 2.4529  0.444
H26 2.6899 -0.4192 0.6651  0.486
H27 -2.4992 -2.6921 -2.5198  0.682
H28 -4.1348 -4.4889 -2.9380  0.411

Output
- orbital gap (eV) = 5.66
- total charge = +1
- LUMO (eV) = -5.22
- HOMO energy (eV) = -10.879


> What is the formula in the third record?

C35H28NO2